Record 1
DFT (wB97M-V/def2-TZVPD) results for a molecular structure, C9H21BF4IO2P2V.

Last column: Löwdin charge in e.
Element x y z (Å)
C  1.55092  -3.66838  -5.59217  -0.071
C  1.35067  -3.55711  -4.09218  -0.768
H  1.83706  -4.70942  -5.81229  0.106
H  2.35533  -3.00571  -5.93211  0.095
H  0.62373  -3.43965  -6.13062  0.095
O  1.46897  -4.42298  -3.26310  0.031
I  0.77100  -1.55953  -3.34118  0.731
V  -0.20106  0.43441  0.81934  0.816
P  -2.45299  -0.11565  0.22829  0.788
C  -3.32600  -0.85868  1.63993  -0.204
C  -3.38504  1.41895  -0.09217  -0.195
H  -4.43665  1.21034  -0.32682  0.088
H  -3.74419  -1.33940  -1.45619  0.082
H  -2.91575  1.94137  -0.93587  0.068
H  -2.14984  -0.76752  -2.07477  0.010
H  -3.22261  -0.18561  2.50338  0.059
H  -3.30321  2.06752  0.79317  0.067
C  -2.68308  -1.19729  -1.21602  -0.237
H  -4.38402  -1.02456  1.40605  0.088
H  -2.20806  -2.16532  -1.00632  0.060
H  -2.84709  -1.81081  1.89818  0.063
P  2.11844  1.01563  0.75791  0.788
C  2.90807  0.68076  2.36120  -0.204
C  3.12452  0.24243  -0.54515  -0.237
H  1.82026  3.11415  -0.38515  0.068
H  3.33362  3.13513  0.57828  0.088
H  1.71915  3.31055  1.37684  0.067
C  2.28167  2.82200  0.56696  -0.195
H  2.65013  0.42368  -1.51940  0.011
H  4.15466  0.61978  -0.54474  0.082
H  3.94622  1.03304  2.37046  0.088
H  2.87803  -0.39757  2.55788  0.063
H  3.11784  -0.84514  -0.39219  0.060
H  2.32272  1.18112  3.14621  0.059
C  -0.11654  -0.64564  2.35014  -0.072
O  -0.03734  -1.40789  3.24486  0.255
F  -0.74264  2.18948  1.79269  -0.084
B  -1.00131  2.51581  3.31718  -1.087
F  -2.07471  1.70860  3.69824  0.148
F  0.18327  2.19057  3.98339  0.146
F  -1.28413  3.86853  3.26783  0.184

Force components x, y, z for each atom (eV/Å):
0.03 -0.21 0.18
0.60 -3.11 1.51
-0.12 0.38 0.24
-0.28 0.04 0.16
0.19 0.15 0.22
-0.34 2.39 -2.13
-0.14 0.54 0.04
-1.27 5.44 -0.54
-2.50 -0.94 -0.82
0.72 -0.13 0.41
0.89 0.56 0.03
0.28 -0.19 0.11
0.21 0.12 0.17
-0.27 -0.01 0.09
-0.27 -0.08 0.11
-0.20 -0.09 -0.16
-0.19 -0.17 -0.24
0.60 -0.11 -0.01
0.23 0.11 -0.08
-0.23 0.13 -0.08
-0.26 0.05 -0.05
2.76 0.36 -0.21
-0.64 -0.46 0.24
-0.47 -0.36 -0.14
0.22 0.11 0.15
-0.19 -0.30 0.05
0.29 -0.05 -0.18
-1.03 0.08 -0.19
0.25 0.05 0.18
-0.27 0.00 0.11
-0.23 0.00 -0.13
0.21 0.16 0.01
0.16 0.22 -0.03
0.25 0.02 -0.11
0.70 -6.68 7.86
-0.50 4.53 -5.08
0.85 -2.60 -1.85
-0.68 1.68 2.30
1.00 0.19 -0.90
-0.74 -0.18 -1.15
0.38 -1.61 -0.12

- Charge: +2
- HOMO energy (spin up / spin down): -0.5608 / -0.5610 hartree
- 2S+1: 3
- Strongest force on any atom: 10.34 eV Å⁻¹
- E_LUMO (spin up / spin down): -11.03 / -10.21 eV
- Energy: -77668.9920 eV
- Gap between HOMO and LUMO (spin up / spin down): 4.23 / 5.05 eV

Record 2
DFT (wB97M-V/def2-TZVPD) results for 2 unconnected molecules or ions with the total composition C9H21Br2N2O.

Last column: Löwdin charge in e.
Element x y z (Å)
C  -1.37830  0.27337  0.42223  -0.043
C  -0.05735  -0.39590  0.76016  -0.401
O  1.03557  0.31016  0.18361  -0.056
C  0.04506  -1.89350  0.46090  -0.083
C  0.51538  -2.23431  -0.94001  -0.239
C  -0.25819  -1.64006  -2.10322  -0.152
N  0.27614  -0.34673  -2.51208  -0.054
C  1.65940  -0.43005  -3.01877  -0.160
C  2.45337  -1.57876  -2.42346  -0.086
N  1.98881  -1.93399  -1.04760  0.099
H  -2.16451  -0.00733  1.11094  0.084
H  -1.22952  1.33762  0.57251  0.057
H  -1.68788  0.14956  -0.60706  0.067
H  0.04571  -0.29705  1.83642  0.141
H  0.80104  0.52467  -0.74005  0.073
H  -0.89448  -2.39624  0.65916  0.138
H  0.76507  -2.32312  1.15820  0.128
H  0.42396  -3.30793  -1.06283  0.155
H  -0.19965  -2.35445  -2.93347  0.131
H  -1.30196  -1.58290  -1.83346  0.128
H  -0.30762  0.01441  -3.25612  0.133
H  2.15755  0.51494  -2.83865  0.123
H  1.64067  -0.59188  -4.09467  0.128
H  3.47824  -1.24134  -2.31820  0.138
H  2.48820  -2.46347  -3.04262  0.137
H  2.27436  -1.22319  -0.36293  0.166
H  2.47590  -2.79427  -0.79249  0.186
Br  -1.49174  1.70139  4.88704  0.602
C  -1.16886  3.27999  3.79583  -0.698
C  -2.44765  3.98479  3.42971  -0.682
Br  -3.42919  3.01200  2.05928  0.624
H  -0.61803  2.94473  2.92319  0.039
H  -0.53544  3.92849  4.39654  0.061
H  -2.23141  4.96055  3.00110  0.061
H  -3.12263  4.09980  4.27088  0.054

Force components x, y, z for each atom (eV/Å):
0.37 0.34 0.02
-0.58 0.07 0.29
0.55 0.00 -0.22
0.30 0.33 0.03
-0.61 -0.30 0.28
0.66 -0.24 -0.79
-0.02 0.08 0.31
-0.67 -0.17 -0.41
0.52 0.67 0.29
0.55 -0.83 -0.32
-0.20 -0.30 0.01
-0.04 0.22 0.03
-0.16 -0.17 -0.20
0.24 0.10 0.18
-0.26 -0.02 0.21
-0.24 -0.05 -0.04
0.08 -0.17 0.11
0.16 -0.26 0.07
-0.08 -0.08 -0.08
-0.23 0.22 0.11
-0.04 0.23 0.16
0.10 0.16 0.11
0.20 0.05 -0.21
0.24 -0.12 0.01
-0.40 -0.30 0.01
-0.49 0.41 -0.10
0.06 0.13 0.15
0.02 -0.02 -0.10
0.01 -0.04 0.19
0.00 -0.01 -0.18
-0.05 0.04 0.05
0.00 0.05 -0.04
-0.03 0.02 0.01
0.02 -0.01 -0.01
0.03 -0.02 0.04

- Charge: +1
- HOMO energy: -0.4436 hartree
- Strongest force on any atom: 1.06 eV Å⁻¹
- E_LUMO: -3.03 eV
- Energy: -154780.0781 eV
- Gap between HOMO and LUMO: 9.04 eV

Record 3
DFT (wB97M-V/def2-TZVPD) results for a molecular structure, C9H21CeClNO5P2.

Last column: Löwdin charge in e.
Element x y z (Å)
C  0.26838  -0.10781  -6.12584  -0.034
C  0.21974  0.16692  -4.64740  -0.735
H  1.31363  -0.12225  -6.44664  0.110
H  -0.24678  0.66859  -6.70823  0.115
H  -0.16915  -1.08441  -6.37100  0.108
O  1.14788  0.39709  -3.90356  0.036
Cl  -1.47046  0.12009  -3.97150  0.639
Ce  -1.00566  -0.02372  -0.24536  1.086
P  -0.03425  2.62058  -0.29702  0.794
C  1.09222  3.80137  0.46520  -0.192
C  -0.15428  3.27832  -2.00811  -0.207
H  -0.34007  4.36244  -1.98586  0.092
H  -1.63940  4.34254  0.14937  0.094
H  -0.94363  2.79541  -2.60006  0.040
H  -2.51742  2.79982  -0.10560  0.070
H  2.10795  3.66539  0.07394  0.083
H  0.77625  3.09696  -2.55800  0.070
C  -1.63373  3.26383  0.36656  -0.205
H  0.74056  4.82277  0.24637  0.095
H  -1.66866  3.11671  1.45684  0.074
H  1.08401  3.63720  1.55059  0.072
P  0.19332  -2.63457  0.03199  0.796
C  1.41554  -3.57485  0.98101  -0.195
C  -1.33602  -3.30372  0.82071  -0.211
H  -0.65766  -3.23624  -2.19981  0.060
H  0.01436  -4.64476  -1.32129  0.088
H  1.11438  -3.45387  -2.07307  0.077
C  0.15823  -3.57634  -1.54359  -0.204
H  -2.26094  -2.98748  0.30926  0.068
H  -1.25712  -4.39625  0.73891  0.090
H  1.16762  -4.64619  0.89108  0.094
H  1.36293  -3.27313  2.03720  0.068
H  -1.37509  -3.03061  1.88648  0.070
H  2.42143  -3.39565  0.57652  0.081
C  1.18045  0.10771  0.98150  -0.128
O  2.33218  0.15984  1.18088  0.239
O  0.11108  1.16379  3.23220  0.225
N  -0.20104  0.06795  2.83704  -0.330
O  0.09606  -1.03060  3.25922  0.210
O  -1.42848  0.06743  1.72937  -0.305

Force components x, y, z for each atom (eV/Å):
0.19 -0.04 -0.07
2.79 0.36 0.35
-0.10 0.07 0.25
-0.11 -0.18 0.33
-0.14 0.28 0.20
-2.45 -0.51 -1.06
-0.28 -0.07 0.75
-0.60 -0.10 0.85
-0.97 2.38 -0.73
0.86 -0.53 0.65
0.29 -0.80 -0.73
0.00 -0.32 0.28
-0.08 -0.33 -0.06
0.02 0.13 0.22
0.10 0.26 0.16
-0.16 0.12 0.17
-0.04 0.06 0.17
-0.09 -0.84 0.45
-0.01 -0.45 -0.05
-0.14 0.09 -0.32
0.18 0.19 -0.19
-0.73 -2.24 0.00
0.75 0.70 0.38
-0.23 0.77 0.20
0.23 -0.17 0.10
-0.01 0.37 0.12
-0.28 -0.03 0.08
0.19 0.71 -0.63
0.10 -0.18 0.21
-0.08 0.24 -0.07
-0.03 0.45 -0.07
0.20 -0.17 -0.28
-0.09 -0.07 -0.36
-0.18 -0.13 0.26
7.20 0.29 -0.53
-5.86 -0.26 -0.69
-1.28 -2.37 -2.12
0.38 -0.17 4.95
-1.29 2.59 -2.30
1.75 -0.11 -0.86

- Charge: +3
- HOMO energy (spin up / spin down): -0.7278 / -0.7278 hartree
- Strongest force on any atom: 7.23 eV Å⁻¹
- E_LUMO (spin up / spin down): -13.93 / -13.92 eV
- Energy: -65395.3194 eV
- Gap between HOMO and LUMO (spin up / spin down): 5.87 / 5.88 eV

Record 4
DFT (wB97M-V/def2-TZVPD) results for a molecular structure, C9H21ClN3O3Pt.

Last column: Löwdin charge in e.
Element x y z (Å)
Pt  6.05935  -3.14464  0.09475  0.945
Cl  2.38948  -2.20068  -1.60310  0.037
C  4.88259  1.69299  3.90384  0.005
C  5.16170  1.69000  2.42054  -0.546
O  5.83326  0.74247  1.92195  -0.046
N  4.88293  2.76540  1.72821  -0.008
C  5.24647  2.93363  0.38791  -0.075
H  4.16841  0.92862  4.21009  0.084
H  4.48333  2.65615  4.22167  0.077
H  5.83568  1.51393  4.40149  0.092
H  4.32749  3.48390  2.17019  0.151
H  6.22804  2.53721  0.12819  0.094
H  5.01458  3.97805  0.17931  0.102
H  4.59077  2.26974  -0.17548  0.087
C  -5.40554  -3.65048  2.50475  -0.013
C  -4.56455  -3.29945  1.24438  -0.549
O  -5.21878  -3.11603  0.23818  0.034
N  -3.22180  -3.21161  1.30115  0.017
C  -2.38952  -3.36327  2.52199  -0.070
H  -5.39960  -2.90987  3.30448  0.077
H  -5.16420  -4.63636  2.90211  0.071
H  -6.44444  -3.79051  2.20611  0.078
H  -2.70786  -2.96247  0.46814  0.135
H  -1.61045  -4.11123  2.37472  0.067
H  -2.94135  -3.73819  3.38397  0.079
H  -1.77689  -2.47483  2.67511  0.074
C  -0.71491  2.99393  -3.40146  -0.011
C  -1.94038  2.31529  -3.95137  -0.548
O  -3.03357  2.88186  -3.92454  0.038
N  -1.75780  1.02367  -4.38196  -0.002
C  -2.91633  0.18119  -4.78597  -0.061
H  -0.19661  3.58419  -4.15715  0.085
H  0.00415  2.22840  -3.10991  0.062
H  -1.03103  3.62291  -2.56926  0.088
H  -0.90989  0.54954  -4.10564  0.113
H  -2.74657  -0.89328  -4.71671  0.079
H  -3.22744  0.43644  -5.79896  0.080
H  -3.78856  0.49358  -4.21175  0.079

Force components x, y, z for each atom (eV/Å):
-0.12 0.30 0.07
0.14 -0.04 0.06
-0.38 0.37 -0.09
2.26 -2.70 0.57
-1.30 0.97 0.26
-0.71 0.97 1.65
-0.78 -0.43 -1.57
0.13 -0.11 -0.19
0.05 0.00 0.13
-0.12 -0.02 0.02
0.21 -0.11 -0.06
0.29 0.71 0.45
0.59 -0.20 -0.69
-0.25 0.28 -0.64
0.29 -0.49 -0.13
-2.19 -0.09 0.76
0.68 0.17 -0.80
1.28 -0.25 1.47
0.32 -0.42 -1.09
0.35 0.01 -0.05
0.51 0.07 0.26
0.18 0.43 -0.40
-0.49 -0.03 -0.08
-0.13 -0.45 -0.36
-0.18 0.67 -0.13
-0.62 0.39 0.54
0.35 -0.37 -0.19
-1.22 0.22 0.43
1.04 -0.83 -0.49
-0.66 -0.60 -0.07
-0.14 1.28 -0.12
-0.29 0.19 -0.06
0.11 0.13 0.41
0.23 -0.07 -0.09
-0.19 0.23 -0.19
0.29 0.28 0.19
0.35 -0.18 -0.22
0.13 -0.27 0.41

- Charge: +1
- HOMO energy (spin up / spin down): -0.4008 / -0.4008 hartree
- 2S+1: 3
- Strongest force on any atom: 3.57 eV Å⁻¹
- E_LUMO (spin up / spin down): -8.45 / -8.51 eV
- Energy: -36041.9572 eV
- Gap between HOMO and LUMO (spin up / spin down): 2.46 / 2.39 eV